Entry 1:
{
  "formula": "C26H65BN2O16S2",
  "method": "ωB97M-V with the def2-TZVPD basis set",
  "species": ["C", "N", "C", "B", "O", "N", "S", "C", "O", "O", "C", "C", "C", "S", "O", "O", "O", "H", "H", "H", "H", "H", "H", "H", "H", "H", "H", "H", "H", "H", "H", "H", "C", "O", "C", "C", "O", "C", "H", "H", "H", "H", "H", "H", "H", "H", "H", "H", "C", "O", "C", "C", "O", "C", "H", "H", "H", "H", "H", "H", "H", "H", "H", "H", "C", "O", "C", "C", "O", "C", "H", "H", "H", "H", "H", "H", "H", "H", "H", "H", "C", "O", "C", "C", "O", "C", "H", "H", "H", "H", "H", "H", "H", "H", "H", "H", "C", "O", "C", "C", "O", "C", "H", "H", "H", "H", "H", "H", "H", "H", "H", "H"],
  "coordinates": [[8.02089, 0.60083, 1.50644], [7.05163, 1.55686, 2.05239], [6.36905, 1.03400, 3.23494], [6.12747, 2.08368, 1.04638], [5.27310, 1.30824, 0.31025], [6.11846, 3.52964, 0.79874], [5.16714, 4.11711, -0.55096], [5.80913, 4.33628, 1.92870], [6.47104, 5.16764, 2.42951], [4.57612, 3.94607, 2.38548], [3.53248, 4.92525, 2.50913], [2.25993, 4.15102, 2.83303], [2.15946, 2.83987, 2.02742], [0.91857, 2.86923, 0.74906], [-0.14981, 3.76859, 1.09341], [1.55282, 2.96714, -0.52983], [0.36935, 1.37718, 0.93630], [7.85763, -0.40974, 1.90191], [7.95675, 0.53618, 0.41407], [9.04595, 0.89419, 1.75381], [5.77228, 0.12894, 3.02986], [7.10173, 0.79000, 4.00974], [5.69140, 1.78726, 3.64621], [5.41899, 0.35921, 0.41583], [5.80195, 3.37857, -1.46557], [3.42981, 5.47531, 1.56808], [3.78421, 5.64054, 3.29597], [2.22776, 3.92547, 3.90058], [1.40092, 4.79163, 2.62059], [1.89155, 2.00468, 2.67152], [3.09700, 2.59687, 1.52602], [-0.56386, 1.35792, 0.65959], [-3.09441, -3.30356, -2.41061], [-1.78502, -3.42662, -1.88094], [-0.94447, -2.33738, -2.21256], [-0.81300, -1.35753, -1.06876], [-2.04310, -0.72632, -0.74585], [-2.68346, -1.28844, 0.38621], [-3.71601, -4.06517, -1.94384], [-3.52118, -2.32047, -2.19762], [-3.09170, -3.46413, -3.49420], [-1.32708, -1.81851, -3.09824], [0.04753, -2.73298, -2.45362], [-0.10364, -0.57193, -1.34853], [-0.41600, -1.87270, -0.18687], [-2.16891, -0.99551, 1.30958], [-2.72425, -2.37847, 0.32944], [-3.70004, -0.89797, 0.41620], [-7.82752, 0.72633, 0.74327], [-6.52119, 0.60582, 1.27676], [-5.68009, 1.70103, 0.94653], [-5.54489, 2.67407, 2.09630], [-6.77153, 3.31276, 2.39933], [-7.44057, 2.77046, 3.52085], [-8.44647, -0.03874, 1.20961], [-8.25569, 1.70989, 0.94962], [-7.82073, 0.56172, -0.34039], [-6.05598, 2.22104, 0.05961], [-4.69051, 1.29963, 0.70633], [-4.82510, 3.45000, 1.81909], [-5.15756, 2.15052, 2.97734], [-6.92820, 3.03545, 4.45227], [-7.51854, 1.68204, 3.45703], [-8.44017, 3.20115, 3.53666], [-9.60498, -4.30614, 0.18711], [-8.78440, -4.95745, 1.13652], [-7.76601, -5.75778, 0.56394], [-6.42270, -5.06219, 0.57202], [-6.41176, -3.91616, -0.25998], [-6.54946, -2.69834, 0.45139], [-10.21336, -3.58526, 0.73078], [-9.01192, -3.78135, -0.56630], [-10.26858, -5.01803, -0.31612], [-8.02933, -6.03536, -0.46263], [-7.69342, -6.67532, 1.15538], [-5.66443, -5.75571, 0.19496], [-6.15330, -4.79195, 1.59890], [-5.62788, -2.46682, 0.99529], [-7.38147, -2.73581, 1.15874], [-6.73423, -1.90740, -0.27290], [6.16627, 1.16252, -4.08468], [5.09024, 1.69425, -3.33382], [4.28008, 2.59814, -4.07384], [2.98109, 1.95135, -4.49806], [3.16784, 0.84116, -5.36068], [3.21225, -0.32034, -4.55169], [6.58113, 0.33498, -3.51025], [5.83262, 0.79211, -5.05711], [6.95012, 1.91194, -4.23983], [4.83355, 2.98853, -4.93376], [4.02550, 3.43538, -3.41523], [2.33990, 2.68379, -4.99473], [2.46776, 1.61259, -3.59099], [2.22387, -0.52304, -4.12333], [3.91280, -0.15218, -3.73187], [3.52231, -1.17705, -5.14712], [5.31052, -1.97877, -0.15665], [4.37846, -1.19571, 0.56546], [3.40564, -0.56460, -0.25614], [2.08295, -1.29647, -0.25716], [2.17943, -2.57917, -0.84929], [2.24942, -3.63904, 0.08513], [5.87825, -2.55684, 0.57057], [4.81212, -2.66135, -0.84909], [6.00421, -1.34700, -0.72500], [3.77935, -0.47326, -1.28187], [3.24849, 0.44650, 0.13220], [1.36370, -0.71418, -0.84218], [1.70324, -1.37524, 0.76857], [1.28218, -3.79913, 0.57438], [3.00656, -3.45212, 0.85119], [2.51408, -4.53784, -0.46889]],
  "homo_energy_ev": -8.523,
  "smiles": "CN(C)B(O)N(S)C(=O)OCCCS(=O)(=O)O.COCCOC.COCCOC.COCCOC.COCCOC.COCCOC",
  "homo_lumo_gap_ev": 8.9218,
  "charge": 0
}

---

Entry 2:
{
  "formula": "C2H8NO2P",
  "method": "ωB97M-V with the def2-TZVPD basis set",
  "species": ["C", "C", "N", "O", "O", "P", "H", "H", "H", "H", "H", "H", "H", "H"],
  "coordinates": [[2.15196, -0.86402, -1.17554], [-1.03563, 2.03911, 0.08509], [-1.55692, -1.46753, 1.40580], [1.49774, -1.05783, -0.00982], [-1.26147, 0.83737, 0.78726], [-1.25990, -0.59340, 0.04834], [1.63729, -1.32967, -2.03709], [3.14848, -1.33957, -1.11667], [2.31672, 0.20690, -1.41369], [-1.71876, 2.13756, -0.75765], [-0.00793, 2.08194, -0.27480], [-1.20599, 2.84862, 0.79356], [-1.29949, -1.03654, 2.28561], [-1.40611, -2.46294, 1.37960]],
  "homo_energy_ev": [-6.962, -7.921],
  "homo_lumo_gap_ev": [6.4540, 7.6596],
  "relative_energy_kcal_mol": 96.0,
  "charge": 0
}

---

Entry 3:
{
  "formula": "C4H6N2",
  "method": "ωB97M-V with the def2-TZVPD basis set",
  "species": ["C", "N", "N", "C", "C", "C", "H", "H", "H", "H", "H", "H"],
  "coordinates": [[1.32485, -0.04971, 0.18884], [0.74777, -1.17951, -0.04450], [-0.54221, -0.87791, -0.48922], [-1.30080, -0.11039, 0.64990], [-0.73469, 0.66390, -0.45184], [0.54691, 1.17477, 0.01126], [2.37547, -0.08794, 0.53086], [-0.76366, 0.09880, 1.72920], [-2.40728, -0.12532, 0.49168], [-1.48266, 1.03633, -1.21407], [0.60951, 1.93373, 0.67603], [1.21199, 1.47500, -0.86661]],
  "homo_energy_ev": -9.014,
  "smiles": "C1=NN2C[C@H]2C1",
  "homo_lumo_gap_ev": 9.9554,
  "relative_energy_kcal_mol": 92.5,
  "charge": 0
}

---

Entry 4:
{
  "formula": "C5H10O",
  "method": "ωB97M-V with the def2-TZVPD basis set",
  "species": ["C", "C", "C", "C", "H", "H", "H", "H", "H", "H", "H", "H", "C", "O", "H", "H"],
  "coordinates": [[-1.88489, -0.09192, -0.92720], [-0.57475, -0.29628, -1.00960], [0.45778, 0.75124, -0.67393], [1.84412, 0.26930, -0.20475], [-2.60888, -0.83486, -1.24694], [-2.28720, 0.82970, -0.50777], [-0.19625, -1.23500, -1.41766], [0.03912, 1.47123, 0.04249], [0.58934, 1.30707, -1.60688], [2.62667, 0.84699, -0.70529], [2.00384, 0.39648, 0.87244], [2.02160, -0.78645, -0.44058], [-0.48894, -0.65333, 1.96736], [-1.63700, -1.00668, 1.99350], [-0.17132, 0.35568, 2.30508], [0.33024, -1.30543, 1.60176]],
  "homo_energy_ev": -9.495,
  "smiles": "C=CCC.C=O",
  "homo_lumo_gap_ev": 10.3101,
  "relative_energy_kcal_mol": 45.4,
  "charge": 0
}

---

Entry 5:
{
  "formula": "C18H22F3N5O7S3Y",
  "method": "ωB97M-V with the def2-TZVPD basis set",
  "species": ["Y", "O", "C", "C", "C", "C", "C", "C", "C", "O", "N", "O", "O", "H", "H", "H", "H", "C", "C", "S", "C", "C", "S", "H", "H", "H", "H", "H", "H", "C", "N", "C", "N", "C", "N", "C", "N", "C", "C", "H", "H", "H", "H", "H", "H", "H", "H", "H", "H", "H", "H", "F", "C", "F", "F", "S", "O", "O", "O"],
  "coordinates": [[-0.55940, -0.10113, 0.11401], [-2.42507, 0.93155, 1.10052], [-2.95167, 2.02794, 0.92101], [-2.50721, 3.09260, 0.06587], [-3.30796, 4.23739, 0.03159], [-2.96681, 5.30518, -0.75571], [-1.79788, 5.26959, -1.54257], [-0.99924, 4.16938, -1.52441], [-1.30547, 3.01938, -0.72405], [-0.53829, 2.01535, -0.73366], [-3.81276, 6.47991, -0.77842], [-4.82233, 6.48260, -0.09251], [-3.47946, 7.41147, -1.49388], [-3.87911, 2.24443, 1.47580], [-4.20927, 4.28478, 0.62930], [-1.55494, 6.12829, -2.15185], [-0.09632, 4.12517, -2.11895], [2.87845, 0.27855, 3.78783], [1.81499, -0.20913, 2.82833], [1.20634, 1.04336, 1.74266], [1.38292, -1.48094, 2.81406], [1.93815, -2.53287, 3.74724], [0.11073, -2.09018, 1.74788], [2.72145, 1.33562, 4.00057], [3.88184, 0.18284, 3.35840], [2.86517, -0.26286, 4.73416], [2.94471, -2.29610, 4.09219], [1.97131, -3.49705, 3.23965], [1.29605, -2.65695, 4.62562], [2.07996, 0.90962, -1.77892], [3.27474, 0.74915, -2.60011], [4.23140, -0.08066, -1.86400], [3.68285, -1.39892, -1.54605], [2.48661, -1.21819, -0.72844], [1.45755, -0.40087, -1.43833], [1.13827, -1.09046, -2.71482], [2.31971, -1.27027, -3.55398], [2.90260, 0.04410, -3.82609], [3.29981, -2.05333, -2.79604], [1.34362, 1.50553, -2.31753], [2.32739, 1.41238, -0.84419], [4.49549, 0.42526, -0.93382], [5.13155, -0.20682, -2.47081], [2.73668, -0.70808, 0.20215], [2.05018, -2.18618, -0.48335], [0.39694, -0.49765, -3.25644], [0.70818, -2.06565, -2.48941], [2.17592, 0.64663, -4.37551], [3.79247, -0.08698, -4.44654], [4.19112, -2.19220, -3.41282], [2.87085, -3.03057, -2.56705], [-4.93352, -1.37360, -2.07912], [-3.95430, -1.96732, -1.39047], [-4.06775, -1.61465, -0.10820], [-4.11069, -3.28743, -1.48632], [-2.31548, -1.45965, -2.04721], [-2.28383, -1.92852, -3.39567], [-2.27836, -0.01282, -1.83565], [-1.36907, -2.08123, -1.10474]],
  "homo_energy_ev": -4.039,
  "homo_lumo_gap_ev": 5.8838,
  "relative_energy_kcal_mol": 1.7,
  "charge": -1
}

---

Entry 6:
{
  "formula": "C5H14N2O",
  "method": "ωB97M-V with the def2-TZVPD basis set",
  "species": ["C", "C", "N", "C", "O", "H", "H", "H", "H", "H", "H", "H", "H", "H", "C", "N", "H", "C", "H", "H", "H", "H"],
  "coordinates": [[2.88704, 0.91004, -0.73023], [1.65793, 0.23320, -0.13817], [1.24156, 0.90383, 1.09292], [1.90427, -1.27206, 0.07664], [0.84014, -1.90009, 0.75346], [3.75286, 0.76945, -0.08327], [2.70999, 1.97709, -0.84433], [3.12380, 0.48606, -1.70368], [0.82352, 0.33688, -0.84440], [2.06266, 1.11429, 1.65331], [0.69188, 0.25305, 1.64835], [2.09704, -1.75395, -0.89241], [2.78365, -1.42329, 0.71038], [0.01470, -1.72074, 0.27854], [-1.73118, 0.74346, 0.40384], [-1.51476, -0.30800, -0.02634], [-1.43669, 1.65729, 0.87094], [-4.45740, -0.21180, -0.46107], [-3.87573, -0.27289, -1.36762], [-4.14512, -0.96391, 0.24712], [-5.51425, -0.30421, -0.68147], [-3.91589, 0.74628, 0.03748]],
  "homo_energy_ev": -9.405,
  "smiles": "C[C@H](N)CO.C#N.C",
  "homo_lumo_gap_ev": 10.3620,
  "relative_energy_kcal_mol": 67.2,
  "charge": 0
}